DFT (wB97M-V/def2-TZVPD) results for 11 unconnected molecules or ions with the total composition C29H86N16O11.

Summary:
Highest occupied orbital energy = -8.46 eV
LUMO = 0.0066 Ha
Kohn-Sham gap = 8.6 eV
Energy above the lowest of the compared OMol25 structures with the same formula, charge and spin = 35.9 kcal/mol
Net charge = 0

Atoms and positions in Å:
C 18.772 -22.075 8.570
O 20.105 -21.852 8.186
C 20.588 -20.516 8.311
C 22.124 -20.486 8.257
C 22.783 -19.117 8.162
N 22.606 -21.334 7.161
H 18.666 -21.823 9.633
H 18.504 -23.132 8.594
H 18.104 -21.526 7.903
H 20.154 -19.960 7.473
H 20.247 -20.112 9.271
H 22.473 -20.994 9.164
H 22.696 -18.790 7.124
H 23.833 -19.237 8.419
H 22.323 -18.335 8.768
H 21.913 -22.080 7.151
H 22.424 -20.848 6.276
C 14.231 -15.706 -1.522
O 15.184 -15.103 -0.663
C 15.496 -15.791 0.541
C 16.211 -17.093 0.340
C 16.879 -17.667 1.595
N 17.284 -16.944 -0.673
H 14.322 -16.770 -1.752
H 14.379 -15.200 -2.477
H 13.201 -15.501 -1.216
H 16.278 -15.137 0.947
H 14.672 -15.811 1.261
H 15.494 -17.780 -0.127
H 17.706 -17.027 1.914
H 17.367 -18.640 1.523
H 16.139 -17.711 2.398
H 18.166 -16.668 -0.244
H 17.056 -16.113 -1.215
C 12.720 -13.826 8.241
O 13.501 -14.532 9.189
C 14.903 -14.553 8.948
C 15.338 -15.519 7.834
C 14.827 -16.908 8.088
N 16.794 -15.595 7.679
H 12.859 -12.746 8.356
H 11.659 -14.058 8.209
H 13.128 -14.052 7.248
H 15.335 -13.552 8.841
H 15.257 -14.960 9.898
H 14.867 -14.998 6.992
H 14.984 -17.207 9.126
H 15.387 -17.633 7.496
H 13.777 -17.024 7.818
H 17.155 -16.079 8.501
H 17.204 -14.674 7.582
C 18.557 -17.497 9.499
O 17.781 -16.561 10.282
C 18.364 -16.320 11.543
C 17.463 -15.521 12.473
C 17.197 -14.057 12.097
N 18.149 -15.608 13.791
H 18.670 -18.428 10.054
H 19.531 -17.069 9.248
H 18.053 -17.686 8.555
H 18.658 -17.262 12.011
H 19.274 -15.709 11.439
H 16.539 -16.099 12.549
H 16.312 -13.757 12.666
H 16.754 -14.021 11.099
H 18.018 -13.359 12.229
H 18.985 -15.035 13.801
H 17.487 -15.193 14.438
C 19.164 -26.260 2.302
O 19.822 -25.051 2.695
C 19.224 -23.949 2.103
C 19.703 -22.629 2.790
C 19.837 -22.795 4.296
N 18.757 -21.517 2.530
H 18.123 -26.253 2.631
H 19.655 -27.126 2.742
H 19.197 -26.414 1.222
H 19.373 -23.834 1.021
H 18.135 -23.923 2.269
H 20.732 -22.473 2.452
H 20.431 -23.695 4.455
H 18.887 -22.977 4.813
H 20.273 -21.957 4.838
H 17.878 -21.887 2.898
H 18.558 -21.616 1.529
C 14.245 -23.155 2.783
O 14.989 -22.516 3.793
C 14.291 -22.059 4.914
C 15.184 -21.086 5.706
C 14.422 -20.464 6.868
N 15.649 -20.019 4.811
H 13.815 -24.098 3.144
H 14.914 -23.400 1.962
H 13.378 -22.579 2.448
H 13.334 -21.548 4.756
H 14.054 -22.873 5.613
H 16.049 -21.666 6.044
H 14.163 -21.206 7.625
H 13.484 -19.997 6.563
H 15.069 -19.723 7.330
H 14.855 -19.403 4.640
H 15.836 -20.495 3.931
N 20.264 -18.992 2.033
C 20.562 -18.545 0.807
N 20.629 -19.547 -0.109
O 20.755 -17.357 0.525
H 20.087 -19.965 2.239
H 20.226 -18.292 2.752
H 20.806 -19.344 -1.073
H 20.285 -20.416 0.253
N 12.436 -16.260 3.546
C 13.662 -16.756 3.856
N 14.529 -15.775 4.253
O 13.996 -17.933 3.888
H 12.204 -15.287 3.609
H 11.774 -16.834 3.055
H 15.370 -16.025 4.741
H 14.080 -14.903 4.473
N 18.847 -19.463 5.013
C 18.709 -18.162 5.308
N 17.446 -17.724 5.289
O 19.624 -17.391 5.649
H 18.020 -20.011 4.851
H 19.772 -19.863 4.945
H 17.174 -16.864 5.749
H 16.793 -18.393 4.882
N 22.548 -17.767 4.424
C 22.839 -19.067 4.237
N 23.950 -19.264 3.533
O 22.104 -19.968 4.686
H 21.642 -17.452 4.706
H 23.253 -17.097 4.175
H 24.215 -20.230 3.414
H 24.605 -18.580 3.212
N 20.192 -15.213 3.943
C 19.673 -14.078 4.441
N 18.834 -14.291 5.486
O 19.819 -12.971 3.917
H 20.863 -15.183 3.198
H 19.926 -16.021 4.495
H 18.429 -13.461 5.878
H 18.670 -15.221 5.832